Entry 1:
This record from OMol25 describes a 5-piece molecular cluster, C59H50ClF6IN2O11S2 overall in a non-equilibrium geometry. The level of theory is the ωB97M-V functional and the def2-TZVPD basis.

Values from the calculation:
Calculated total energy = -5368.68552 Ha

Last column: Löwdin charge in e.
Element x y z (Å)
C: -0.1025 1.6703 2.5750  -0.10
O: -0.0497 3.0017 2.0785  -0.20
C: -0.3522 3.1234 0.6831  -0.20
C: 0.6777 4.0762 0.0364  -0.12
C: 1.6730 3.4111 -0.9681  -0.10
C: 2.0188 1.9598 -0.6774  -0.11
C: 2.6867 1.6114 0.5090  -0.16
C: 3.1259 2.6580 1.5081  -0.10
C: 4.3168 3.5021 0.9110  -0.08
C: 4.0641 4.9818 1.0135  -0.22
F: 3.6933 5.4937 2.2171  0.07
C: 4.1874 5.8591 0.0212  -0.33
F: 5.0280 5.7108 -0.9890  0.15
F: 3.4572 6.9584 -0.0744  0.15
C: 2.9838 0.2848 0.7629  0.02
C: 2.6188 -0.7156 -0.0906  -0.09
C: 1.9622 -0.4023 -1.2742  -0.04
C: 1.6871 0.9244 -1.5661  -0.11
C: 1.0042 1.2807 -2.8922  -0.11
C: 2.0012 1.9804 -3.8477  -0.22
C: 3.1663 1.0959 -4.3489  -0.45
S: 4.5805 1.1106 -3.1970  0.95
C: 5.2183 -0.5210 -3.1196  -1.04
S: 4.7486 -1.7046 -4.1485  0.75
N: 6.1998 -0.8260 -2.1566  -0.15
C: 6.2607 -0.5101 -0.8080  -0.07
C: 7.4087 -1.0990 -0.3933  -0.14
N: 8.0652 -1.7463 -1.4287  0.07
C: 7.3041 -1.5603 -2.4655  -0.21
C: 1.5836 -1.5643 -2.1719  -0.23
O: 1.6458 -1.5204 -3.3842  0.06
C: 1.1448 -2.8082 -1.4151  -0.02
C: 0.1144 -3.5908 -1.8824  -0.16
C: -0.6556 -3.3603 -3.1683  -0.21
C: -2.2040 -3.2014 -2.9506  -0.72
C: -2.4890 -2.4473 -1.6301  -0.18
I: -2.9322 -1.8998 -4.5434  0.80
C: -0.2361 -4.6984 -1.1235  -0.07
C: 0.4150 -4.9983 0.0409  -0.52
Cl: -0.1881 -6.4125 0.8869  0.78
C: 1.4778 -4.2312 0.5245  -0.14
C: 2.2176 -4.5589 1.8193  -0.09
C: 2.7170 -6.0194 1.9233  -0.08
C: 2.2734 -6.7545 3.1872  -0.63
F: 3.1399 -6.5071 4.1954  0.12
F: 1.0585 -6.3925 3.6443  0.09
F: 2.2015 -8.0828 2.9828  0.12
C: 1.8066 -3.1201 -0.2277  -0.02
C: 2.9261 -2.1758 0.1613  -0.24
O: 4.0032 -2.5227 0.6035  0.12
H: -0.6528 0.9746 1.9317  0.09
H: -0.6479 1.7062 3.5324  0.09
H: 0.9076 1.3137 2.8269  0.08
H: -0.4715 2.1646 0.1619  0.12
H: -1.3264 3.6326 0.6239  0.09
H: 0.1017 4.8133 -0.5455  0.11
H: 1.1759 4.6637 0.8161  0.11
H: 1.2542 3.5602 -1.9624  0.09
H: 2.5983 4.0014 -0.9376  0.10
H: 3.4940 2.2230 2.4427  0.12
H: 2.3400 3.3669 1.7749  0.09
H: 4.4970 3.2794 -0.1459  0.12
H: 5.2401 3.2890 1.4702  0.13
H: 3.5207 0.0437 1.6808  0.14
H: 0.5099 0.4169 -3.3351  0.11
H: 0.2204 2.0159 -2.6518  0.12
H: 2.4402 2.8987 -3.4429  0.09
H: 1.4258 2.2774 -4.7381  0.12
H: 3.5428 1.5656 -5.2685  0.08
H: 2.8466 0.0907 -4.6346  0.04
H: 5.5205 0.0570 -0.2650  0.10
H: 7.8082 -1.1148 0.6135  0.10
H: 7.5782 -1.9588 -3.4324  0.12
H: -0.3217 -2.5006 -3.7436  0.05
H: -0.5264 -4.2723 -3.7701  0.13
H: -2.7502 -4.1393 -3.0564  0.07
H: -2.2884 -3.0718 -0.7561  0.08
H: -3.5303 -2.1053 -1.6595  0.05
H: -1.8679 -1.5407 -1.6405  0.07
H: -1.0378 -5.3504 -1.4647  0.13
H: 1.5233 -4.2944 2.6313  0.13
H: 3.0873 -3.9182 1.9623  0.10
H: 2.3875 -6.6306 1.0776  0.10
H: 3.8117 -6.0817 1.9104  0.12
C: -1.4869 7.9771 1.8256  0.03
C: -1.7765 6.6964 1.6102  0.03
C: -2.5289 6.2727 0.4063  -0.36
O: -2.7928 5.1015 0.2130  0.06
C: -2.9463 7.3235 -0.5506  0.03
C: -2.6578 8.6045 -0.3364  0.03
C: -1.9041 9.0326 0.8690  -0.38
O: -1.6395 10.1981 1.0633  0.12
H: -0.9389 8.3080 2.6985  0.13
H: -1.4797 5.9109 2.2957  0.13
H: -3.4941 6.9907 -1.4233  0.12
H: -2.9544 9.3876 -1.0224  0.12
C: -5.0532 3.4009 1.7753  0.02
C: -5.3044 3.3497 0.4698  0.02
C: -6.5687 2.7712 -0.0475  -0.38
O: -6.7981 2.7223 -1.2382  0.10
C: -7.5414 2.2545 0.9453  0.02
C: -7.2910 2.3058 2.2507  0.02
C: -6.0264 2.8843 2.7686  -0.38
O: -5.7971 2.9335 3.9585  0.11
H: -4.1355 3.8184 2.1702  0.11
H: -4.6059 3.7224 -0.2666  0.10
H: -8.4583 1.8372 0.5487  0.11
H: -7.9905 1.9335 2.9881  0.11
C: -12.9904 1.8253 0.0763  0.02
C: -11.9914 2.4189 0.7241  0.02
C: -11.4937 1.8923 2.0180  -0.38
O: -10.5835 2.4348 2.6096  0.09
C: -12.1501 0.6789 2.5620  0.02
C: -13.1492 0.0849 1.9148  0.02
C: -13.6479 0.6110 0.6199  -0.39
O: -14.5562 0.0697 0.0289  0.11
H: -13.3682 2.1944 -0.8686  0.12
H: -11.4990 3.3048 0.3431  0.12
H: -11.7718 0.3102 3.5071  0.12
H: -13.6411 -0.8008 2.2961  0.12
C: 6.5574 -7.4911 0.6541  0.02
C: 7.5446 -8.0251 1.3683  0.02
C: 7.8104 -9.4846 1.3415  -0.39
O: 8.7079 -9.9731 1.9929  0.11
C: 6.9339 -10.3234 0.4870  0.02
C: 5.9469 -9.7880 -0.2267  0.02
C: 5.6817 -8.3291 -0.1998  -0.39
O: 4.7830 -7.8397 -0.8515  0.10
H: 6.3483 -6.4283 0.6614  0.12
H: 8.1938 -7.4286 1.9963  0.12
H: 7.1436 -11.3854 0.4800  0.12
H: 5.2971 -10.3839 -0.8550  0.12



Entry 2:
This record from OMol25 describes a 2-piece molecular cluster, C10H9IO2S overall in a non-equilibrium geometry. The level of theory is the ωB97M-V functional and the def2-TZVPD basis.

Values from the calculation:
Calculated total energy = -1232.66953 Ha

Last column: natural (NBO) charge in e.
Element x y z (Å)
C: -0.6405 0.5078 0.9883  -0.02
C: -1.3484 0.8174 -1.3182  -0.13
C: 0.4448 -0.2226 0.5552  -0.23
C: -0.2899 0.0682 -1.7316  -0.23
C: -1.5408 1.1002 0.0636  -0.25
C: 0.6371 -0.4470 -0.8020  -0.13
C: -3.3802 -0.9379 1.0317  0.41
C: -2.5920 1.8655 0.5415  0.39
C: -4.6041 -0.6403 1.0451  -0.64
C: 3.0439 -1.7146 -0.0725  -0.74
O: -2.2825 -1.2845 1.3545  -0.62
O: -3.5667 2.4145 -0.1729  -0.59
S: 1.9834 -1.3226 -1.4945  0.32
I: -5.9964 0.0903 -0.2575  0.17
H: -0.7761 0.7069 2.0393  0.23
H: -2.0337 1.2035 -2.0625  0.20
H: 1.1203 -0.6286 1.2903  0.22
H: -0.1310 -0.1294 -2.7789  0.23
H: -2.6845 2.0868 1.5957  0.21
H: 3.3892 -0.7927 0.3874  0.23
H: 3.8909 -2.2673 -0.4740  0.24
H: 2.5032 -2.3385 0.6335  0.23
H: -3.5324 2.1387 -1.1019  0.50



Entry 3:
This record from OMol25 describes a single C5H13NO molecule in a non-equilibrium geometry. The level of theory is the ωB97M-V functional and the def2-TZVPD basis.

Values from the calculation:
ΔE to the lowest compared entry with this formula, charge and spin = 1.058 eV
Calculated total energy = -328.27997 Ha

Last column: natural (NBO) charge in e.
Element x y z (Å)
C: -1.0045 -1.5750 0.7472  -0.64
C: -0.8524 -0.8787 -0.5865  -0.05
C: -0.2338 0.5489 -0.5390  -0.41
C: 0.6174 0.8835 0.6682  -0.43
C: 2.1171 0.9423 0.3362  -0.05
O: 2.4476 2.0126 -0.5313  -0.72
N: -2.0978 -0.8076 -1.3779  -0.82
H: -1.4410 -0.9118 1.4818  0.20
H: -0.0709 -1.9357 1.1576  0.21
H: -1.6320 -2.4548 0.6956  0.21
H: -0.1469 -1.4354 -1.2103  0.18
H: 0.2215 0.7418 -1.5144  0.23
H: -1.0817 1.2464 -0.5867  0.21
H: 0.5099 0.1794 1.4818  0.21
H: 0.3264 1.8624 1.0482  0.20
H: 2.6754 1.0091 1.2787  0.16
H: 2.3965 0.0162 -0.1721  0.17
H: 2.4884 2.8158 -0.0065  0.46
H: -2.3711 -1.7655 -1.5916  0.35
H: -2.8679 -0.4939 -0.7791  0.34



Entry 4:
This record from OMol25 describes a 2-piece molecular cluster, C4H5BO overall in a non-equilibrium geometry. The level of theory is the ωB97M-V functional and the def2-TZVPD basis.

Values from the calculation:
ΔE to the lowest compared entry with this formula, charge and spin = 7.816 eV
Calculated total energy = -255.21964 Ha

Last column: natural (NBO) charge in e.
Element x y z (Å)
B: 1.0290 -2.4777 -1.9267  0.29
C: -1.5545 1.8067 0.8097  -0.29
C: -0.1219 1.6729 0.5638  -0.44
C: -2.0141 0.5217 0.9655  0.07
C: 0.1142 0.3420 0.7096  0.43
O: -0.9786 -0.3167 0.8650  -0.44
H: 0.5475 -2.7076 -0.8504  -0.12
H: 1.5095 -2.7881 -2.8384  -0.16
H: -2.2078 2.6770 0.7381  0.23
H: 0.6571 2.3336 0.4806  0.23
H: -2.9113 0.0780 1.0899  0.20